{"formula": "C20H32CrN2S5", "method": "the ωB97M-V functional and the def2-TZVPD basis", "charge": 3, "spin_multiplicity": 2, "s2": 0.785, "lumo_ha": [-0.3721, -0.3537], "symbols": ["Cr", "C", "C", "S", "C", "C", "S", "C", "C", "S", "C", "C", "S", "H", "H", "H", "H", "H", "H", "H", "H", "H", "H", "H", "H", "H", "H", "H", "H", "S", "C", "C", "N", "C", "H", "H", "H", "C", "N", "C", "C", "C", "C", "C", "C", "C", "C", "H", "H", "H", "H", "H", "H", "H", "H", "H", "H", "H", "H", "H"], "coordinates": [[-0.07470, -0.54190, 0.40750], [-1.06020, 1.46600, 3.05240], [-2.37140, 1.51730, 2.29430], [-2.20180, 1.40760, 0.47540], [-1.88040, 3.11070, -0.08740], [-0.44950, 3.56290, 0.10210], [0.69240, 2.28640, -0.55390], [2.18670, 2.66450, 0.43670], [3.16400, 1.51260, 0.36000], [2.44970, -0.13970, 0.71520], [2.61060, -0.28390, 2.53850], [1.52700, 0.43540, 3.31130], [-0.15570, -0.11720, 2.79440], [-1.25710, 1.53160, 4.12500], [-0.39630, 2.27960, 2.75850], [-2.89920, 2.44420, 2.52360], [-3.01170, 0.67730, 2.57070], [-2.58100, 3.77810, 0.41190], [-2.13010, 3.07820, -1.14780], [-0.20920, 3.74050, 1.14960], [-0.27930, 4.48420, -0.45650], [1.87890, 2.87420, 1.46150], [2.64920, 3.56410, 0.02520], [3.99380, 1.66340, 1.05050], [3.56230, 1.41050, -0.65040], [3.59360, 0.10420, 2.81020], [2.58860, -1.35330, 2.74570], [1.59400, 1.51290, 3.16650], [1.61220, 0.22170, 4.38020], [-3.87460, -3.02790, 0.81450], [-3.76870, -2.22740, -0.69530], [-2.68090, -1.41780, -0.73240], [-1.92680, -1.43040, 0.40410], [-2.45060, -2.23250, 1.30430], [-4.49380, -2.39030, -1.46960], [-2.42380, -0.77190, -1.55720], [-2.00780, -2.38330, 2.27210], [2.33140, -6.04190, 0.18050], [2.29930, -4.87820, 1.09090], [3.33590, -3.90300, 0.70890], [0.94130, -4.23750, 1.20340], [0.45910, -3.66690, -0.10980], [-0.02320, -4.53220, -1.09640], [-0.33420, -4.06830, -2.36090], [-0.16560, -2.72840, -2.67510], [0.22300, -1.85260, -1.66950], [0.48800, -2.30150, -0.38150], [3.29500, -6.54220, 0.25620], [2.19380, -5.70780, -0.84520], [1.55520, -6.75620, 0.44520], [2.52780, -5.23660, 2.02570], [3.02350, -3.37740, -0.19060], [4.27260, -4.41920, 0.51050], [3.50090, -3.18190, 1.50350], [1.01150, -3.44080, 1.94910], [0.24690, -5.00230, 1.56030], [-0.16960, -5.58040, -0.88120], [-0.69380, -4.75780, -3.10880], [-0.33180, -2.37840, -3.68160], [0.36890, -0.78590, -1.91660]], "mulliken_charge": [0.42, -0.54, -1.01, 0.24, -0.96, -0.62, 0.09, -0.51, -1.15, 0.27, -0.79, -0.83, 0.05, 0.55, 0.12, 0.55, 0.42, 0.48, 0.43, 0.35, 0.53, 0.27, 0.54, 0.49, 0.45, 0.61, 0.20, 0.36, 0.56, -0.05, -0.41, -0.87, 1.14, -0.77, 0.50, 0.40, 0.35, -0.97, 0.11, -0.62, -1.55, 0.79, -0.60, -0.94, -0.89, -0.46, 0.52, 0.37, 0.51, 0.36, 0.35, 0.32, 0.40, 0.19, 0.27, 0.53, 0.66, 0.50, 0.50, 0.77]}

***

{"formula": "C20H32N3O4S", "method": "the ωB97M-V functional and the def2-TZVPD basis", "charge": 1, "lumo_ha": -0.0875, "smiles": "Cc1ccc(S(=O)(=O)N2CCOCC2)cc1NC(=O)C[NH2+]CC1CCCCC1", "symbols": ["C", "C", "C", "C", "C", "S", "O", "O", "N", "C", "C", "O", "C", "C", "C", "C", "N", "C", "O", "C", "N", "C", "C", "C", "C", "C", "C", "C", "H", "H", "H", "H", "H", "H", "H", "H", "H", "H", "H", "H", "H", "H", "H", "H", "H", "H", "H", "H", "H", "H", "H", "H", "H", "H", "H", "H", "H", "H", "H", "H"], "coordinates": [[2.51595, -3.47971, -4.20055], [2.13780, -3.07967, -2.81281], [2.03187, -4.01054, -1.78272], [1.57533, -3.66008, -0.51946], [1.33003, -2.33020, -0.23698], [0.47044, -1.74084, 1.22855], [-0.15626, -0.51447, 0.73762], [-0.38083, -2.79419, 1.66828], [1.73180, -1.43305, 2.28837], [1.92462, -0.02596, 2.57801], [0.80257, 0.44441, 3.53796], [-0.15723, -0.57804, 3.65802], [0.37910, -1.71320, 4.30079], [1.61042, -2.21546, 3.50754], [1.53904, -1.37766, -1.21125], [1.84641, -1.74489, -2.51227], [1.74516, -0.73345, -3.48406], [0.74527, 0.18064, -3.51508], [0.81717, 1.21294, -4.13491], [-0.59297, -0.24001, -2.84423], [-0.98438, 0.53043, -1.63891], [-0.79402, 1.99916, -1.76654], [-1.53725, 2.77640, -0.67701], [-0.90519, 2.59962, 0.70556], [-1.61678, 3.49617, 1.71820], [-3.10587, 3.17057, 1.76910], [-3.73380, 3.33081, 0.38830], [-3.02675, 2.42530, -0.62009], [2.53194, -4.56028, -4.30148], [3.50858, -3.10105, -4.44366], [1.81603, -3.06741, -4.92523], [2.25244, -5.04544, -1.99428], [1.39267, -4.40944, 0.23260], [2.91629, 0.09922, 3.01733], [1.88557, 0.51094, 1.63150], [0.27460, 1.30974, 3.13861], [1.21349, 0.69380, 4.52556], [-0.42004, -2.45388, 4.29544], [0.65189, -1.46690, 5.33588], [2.53840, -2.09878, 4.07047], [1.49277, -3.25870, 3.22142], [1.42704, -0.33395, -0.96873], [2.52531, -0.55840, -4.10654], [-1.34230, -0.04692, -3.61992], [-0.58983, -1.30357, -2.60601], [-1.98970, 0.38683, -1.47814], [-0.53172, 0.16368, -0.75260], [-1.15733, 2.29779, -2.75286], [0.27298, 2.22204, -1.72536], [-1.45283, 3.83320, -0.95215], [0.15345, 2.86745, 0.66181], [-0.98287, 1.55979, 1.02852], [-1.48322, 4.54199, 1.43371], [-1.17554, 3.36225, 2.70678], [-3.24043, 2.14392, 2.11639], [-3.60406, 3.83135, 2.47840], [-3.65053, 4.37015, 0.06596], [-4.79374, 3.07769, 0.42862], [-3.48303, 2.54553, -1.60566], [-3.16795, 1.39232, -0.28580]], "mulliken_charge": [-1.56, 0.79, -0.96, -0.59, 0.19, 0.97, -0.80, -0.68, 0.00, -0.69, 0.15, -0.38, -0.38, -0.71, -0.43, -1.11, 0.00, 0.32, -0.61, -0.86, 0.73, -1.19, 0.29, -0.38, -1.02, -0.59, -0.97, -0.89, 0.41, 0.37, 0.35, 0.40, 0.50, 0.52, 0.17, -0.20, 0.32, 0.35, 0.34, 0.41, 0.32, 1.42, 0.31, 0.60, 0.60, 0.36, -0.02, 0.47, 0.44, 0.54, 0.50, -0.01, 0.43, 0.37, 0.29, 0.36, 0.38, 0.40, 0.33, 0.36]}

***

{"formula": "C20H32O20S2", "method": "the ωB97M-V functional and the def2-TZVPD basis", "lumo_ha": -0.0017, "smiles": "C[C@H]1COC(=O)O1.C[C@H]1COC(=O)O1.C[C@H]1COC(=O)O1.C[C@H]1COC(=O)O1.O=S1(=O)OCCO1.O=S1(=O)OCCO1", "symbols": ["C", "C", "C", "O", "C", "O", "O", "H", "H", "H", "H", "H", "H", "C", "C", "C", "O", "C", "O", "O", "H", "H", "H", "H", "H", "H", "C", "C", "C", "O", "C", "O", "O", "H", "H", "H", "H", "H", "H", "C", "C", "C", "O", "C", "O", "O", "H", "H", "H", "H", "H", "H", "O", "S", "O", "O", "C", "C", "O", "H", "H", "H", "H", "O", "S", "O", "O", "C", "C", "O", "H", "H", "H", "H"], "coordinates": [[-2.07481, -4.22237, 3.51777], [-1.61264, -2.80283, 3.36670], [-0.94016, -2.16390, 4.57869], [-0.06945, -1.21710, 3.99155], [0.14995, -1.58722, 2.69869], [0.91312, -1.02611, 1.97677], [-0.58212, -2.66551, 2.39196], [-2.79675, -4.27094, 4.33171], [-1.22633, -4.87048, 3.73661], [-2.54769, -4.52790, 2.58660], [-2.48491, -2.19216, 3.09952], [-0.43370, -2.92976, 5.17938], [-1.64996, -1.70049, 5.26368], [-5.28913, -0.13689, -2.59090], [-5.39752, -1.18550, -3.66659], [-4.25438, -1.09167, -4.71391], [-3.62877, -2.35562, -4.68856], [-4.24042, -3.17077, -3.79057], [-3.92229, -4.29241, -3.57781], [-5.22197, -2.50921, -3.14622], [-6.08313, -0.20714, -1.84874], [-5.38855, 0.84005, -3.07540], [-4.31141, -0.14941, -2.10882], [-6.37838, -1.15551, -4.14172], [-3.51512, -0.37053, -4.36513], [-4.67104, -0.78301, -5.67065], [5.01521, 0.38162, 1.99607], [3.72100, 0.74375, 1.32396], [2.88222, 1.84197, 1.99242], [3.03745, 2.97625, 1.12016], [3.42231, 2.53151, -0.08868], [3.28859, 3.11799, -1.11802], [3.97784, 1.30695, 0.01663], [5.55905, -0.38822, 1.45916], [4.82951, 0.10100, 3.03238], [5.59828, 1.30767, 2.03839], [3.07154, -0.11564, 1.16740], [3.19502, 2.18596, 2.97647], [1.83753, 1.54039, 2.05544], [-2.84011, 1.37749, 4.57815], [-2.76469, 1.68721, 3.10491], [-3.34697, 3.02633, 2.61863], [-2.25630, 3.68655, 1.99987], [-1.14022, 2.93708, 2.08214], [-0.07625, 3.29108, 1.69668], [-1.37891, 1.78628, 2.74369], [-2.16600, 0.54825, 4.78993], [-3.84109, 1.10628, 4.91310], [-2.51135, 2.23810, 5.16371], [-3.19944, 0.88322, 2.50717], [-3.79804, 3.64286, 3.39531], [-4.12349, 2.83573, 1.87643], [-0.88378, -2.08415, -0.90455], [-0.82521, -1.04788, -1.85633], [-1.55652, -1.08937, -3.05962], [-1.15144, 0.34607, -1.12206], [0.02355, 0.89946, -0.57119], [1.22927, 0.08954, -1.11338], [0.65967, -0.65774, -2.21105], [0.10049, 1.95932, -0.82000], [0.06887, 0.88170, 0.52030], [1.55744, -0.62020, -0.35865], [2.00144, 0.72135, -1.53188], [6.47287, -0.89304, -5.46390], [6.85072, 0.18264, -4.62720], [8.21064, 0.51875, -4.45799], [6.02953, 1.48045, -4.98971], [4.67146, 1.31159, -4.51305], [4.81854, 0.46352, -3.22573], [6.16813, -0.01440, -3.20198], [4.29335, 2.32141, -4.40840], [4.13609, 0.75230, -5.27984], [4.13412, -0.38361, -3.26610], [4.65563, 1.02906, -2.31378]], "mulliken_charge": [-1.59, 0.73, -0.52, -0.31, 0.40, -0.43, -0.33, 0.39, 0.36, 0.39, 0.15, 0.34, 0.34, -1.22, 0.46, -0.33, -0.32, 0.68, -0.54, -0.38, 0.36, 0.37, 0.13, 0.28, 0.23, 0.32, -1.68, 0.96, 0.20, -0.39, 0.59, -0.53, -0.23, 0.36, 0.41, 0.43, -0.09, 0.37, -0.29, -1.24, 0.56, -0.49, -0.38, 0.55, -0.47, -0.17, 0.09, 0.40, 0.40, 0.21, 0.28, 0.31, -0.53, 1.00, -0.51, -0.30, 0.28, -0.09, -0.36, 0.42, -0.47, 0.35, 0.08, -0.56, 1.10, -0.55, -0.35, -0.30, 0.27, -0.32, 0.31, 0.27, 0.22, -0.07]}